Below is a 2-piece molecular cluster, C6H16 overall in a non-equilibrium geometry, with properties calculated with wB97M-V/def2-TZVPD.

Structure (XYZ):
```
22
Properties=species:S:1:pos:R:3:forces:R:3:mulliken_charge:R:1
C -0.8790 -1.0277 0.8223 -0.6 4.0 0.3 -1.513
C 0.4231 -1.1230 0.1028 1.7 -0.4 -0.8 0.832
C 1.2198 -2.3220 0.6852 0.5 1.3 1.4 -1.441
C 0.2909 -1.4093 -1.4364 2.4 3.2 0.0 -1.391
H -1.2865 -1.9612 0.8178 -1.7 -2.6 -0.4 0.536
H -1.6006 -0.2312 0.3578 1.2 -1.5 0.9 0.254
H -0.7802 -0.8202 1.9127 0.2 0.3 -0.7 0.323
H 1.1131 -0.2553 0.2095 -0.9 -0.3 0.1 0.264
H 0.8142 -3.1747 0.2193 -0.5 -1.5 0.0 0.377
H 2.2534 -2.2597 0.3580 0.2 0.0 0.0 0.393
H 1.2389 -2.3977 1.8396 -0.3 0.1 -1.9 0.315
H 0.0089 -2.3632 -1.6651 -1.1 -2.7 -0.3 0.470
H -0.2908 -0.7207 -2.0731 -0.2 0.0 0.8 0.312
H 1.3241 -1.3098 -1.9064 -1.0 -0.2 0.7 0.329
C -1.1812 3.1417 -0.0780 -1.2 -0.5 0.2 -0.979
C 0.1604 2.4795 -0.0114 0.6 0.6 -0.4 -0.452
H -1.7539 2.8717 0.8123 -0.6 0.1 -0.4 0.269
H -1.2209 4.2260 -0.1918 0.7 0.1 0.5 0.369
H -1.6377 2.8412 -1.0247 -0.6 -0.5 0.4 0.256
H 0.7925 2.8671 0.7613 0.2 0.0 0.8 0.368
H 0.2272 1.3878 -0.0393 -0.6 0.5 0.1 -0.211
H 0.5946 2.8644 -0.8957 1.2 -0.1 -1.2 0.321
```
Forces are in eV/Å.

Computed properties:
* HOMO energy: -11.1 eV
* structure (SMILES): CC(C)C.CC
* LUMO energy: 1.1 eV
* energy above the lowest of the compared OMol25 structures with the same formula, charge and spin: 112.3 kJ/mol
* Kohn-Sham gap: 12.23 eV